C3H6AgBBrO3 | ωB97M-V/def2-TZVPD

The geometry in XYZ format:
```
15
Properties=species:S:1:pos:R:3:mulliken_charge:R:1
O -1.942 -2.035 -1.108 -0.47
C -1.090 -1.168 -1.351 0.43
Br 0.155 -1.179 -2.884 -0.04
C -0.976 0.059 -0.302 -0.53
B 0.033 -0.447 0.877 0.15
C 1.267 0.392 1.489 -0.45
O 1.467 1.697 0.907 -0.18
O 1.865 1.618 -0.404 -0.31
H -2.068 0.204 0.086 0.29
H -0.659 1.031 -0.801 0.58
H -0.165 -1.548 1.298 -0.03
H 1.072 0.505 2.611 0.28
H 2.215 -0.261 1.381 0.29
H 2.364 0.791 -0.587 0.33
Ag -3.537 0.341 -1.213 0.66
```

Values from the calculation:
Kohn-Sham gap in eV: 5.994
Net charge: +1
E_tot in a.u.: -3088.997082
LUMO in eV: -6.625


C8H24BN6O11S2 | ωB97M-V/def2-TZVPD

The geometry in XYZ format:
```
52
Properties=species:S:1:pos:R:3:mulliken_charge:R:1
C 2.172 1.454 -0.745 -0.93
C 1.705 2.750 -1.388 1.15
N 2.381 3.847 -1.367 -0.87
C 0.364 2.673 -2.063 -0.92
B -0.873 2.790 -0.925 0.61
O -0.404 2.779 0.457 -0.75
S -2.164 1.333 -1.085 -0.38
S -1.935 4.418 -1.304 -0.44
H 1.317 0.805 -0.523 0.06
H 2.693 1.664 0.202 0.39
H 2.840 0.921 -1.433 0.19
H 3.240 3.718 -0.825 0.24
H 0.293 1.705 -2.584 0.20
H 0.283 3.482 -2.800 0.30
H -0.081 3.655 0.669 0.25
H -1.790 0.675 0.011 -0.10
H -0.862 5.198 -1.469 0.04
C -4.698 0.875 1.755 -0.41
N -4.142 -0.502 1.850 0.89
O -2.947 -0.626 1.700 -0.46
O -4.912 -1.418 2.049 -0.58
H -3.869 1.559 1.606 0.28
H -5.378 0.888 0.911 -0.04
H -5.231 1.061 2.683 0.32
C -0.203 -2.227 1.931 -0.78
N 1.211 -2.310 2.384 0.90
O 2.103 -2.225 1.566 -0.48
O 1.404 -2.474 3.572 -0.55
H -0.210 -2.077 0.858 0.32
H -0.681 -3.157 2.222 0.31
H -0.668 -1.393 2.446 0.31
C 4.664 -2.827 3.180 -0.64
N 6.071 -2.884 3.661 0.89
O 6.957 -2.801 2.835 -0.54
O 6.247 -3.012 4.853 -0.55
H 4.678 -2.709 2.109 0.30
H 4.175 -3.747 3.483 0.27
H 4.179 -1.987 3.667 0.27
C 4.869 -1.921 -2.361 -0.72
N 4.090 -1.250 -3.438 0.87
O 4.582 -1.185 -4.544 -0.55
O 3.010 -0.814 -3.116 -0.50
H 5.810 -2.263 -2.775 0.32
H 5.011 -1.190 -1.570 0.28
H 4.252 -2.739 -2.000 0.28
C -7.265 -0.037 -2.630 -0.78
N -6.845 0.544 -1.328 0.89
O -6.485 1.697 -1.305 -0.50
O -6.890 -0.190 -0.360 -0.54
H -7.165 0.732 -3.386 0.31
H -6.613 -0.884 -2.823 0.29
H -8.290 -0.373 -2.514 0.29
```

Values from the calculation:
Kohn-Sham gap in eV: 6.572
Net charge: -1
Energy above the lowest of the compared OMol25 structures with the same formula, charge and spin in kcal/mol: 0.0
E_tot in a.u.: -2296.297822
LUMO in eV: 1.896


C18H19N3O5S | ωB97M-V/def2-TZVPD

The geometry in XYZ format:
```
46
Properties=species:S:1:pos:R:3:mulliken_charge:R:1
C -1.470 -3.699 -0.907 -1.06
H -2.297 -3.466 -0.250 0.37
H -1.145 -4.722 -0.766 0.43
H -1.723 -3.519 -1.944 0.35
S -0.074 -2.626 -0.501 1.21
O 0.348 -2.881 0.842 -0.65
O 0.913 -2.745 -1.530 -0.71
N -0.721 -1.074 -0.625 0.05
C -1.796 -0.677 0.162 0.74
C -2.635 0.369 -0.227 -0.24
C -3.702 0.725 0.586 -0.55
C -3.964 0.085 1.788 -0.54
C -3.124 -0.944 2.172 -0.97
C -2.058 -1.323 1.376 -0.61
H -1.398 -2.106 1.708 0.65
H -3.294 -1.458 3.105 0.42
H -4.802 0.397 2.390 0.51
N -4.580 1.787 0.151 1.02
O -5.338 2.254 0.973 -0.62
O -4.517 2.131 -1.008 -0.58
H -2.480 0.934 -1.131 0.68
C -0.315 -0.273 -1.760 -1.44
H 0.488 -0.816 -2.261 0.74
C 0.166 1.125 -1.346 1.03
O -0.355 2.113 -1.829 -0.70
N 1.150 1.189 -0.434 0.17
C 1.849 0.066 0.147 -0.36
C 3.310 0.345 0.404 0.52
C 4.094 -0.694 0.893 -0.78
C 5.439 -0.504 1.140 -0.62
C 6.016 0.733 0.898 -0.57
C 5.240 1.770 0.418 -0.63
C 3.885 1.588 0.167 0.64
C 3.036 2.713 -0.352 -0.95
C 1.583 2.485 0.050 -1.08
H 1.489 2.502 1.142 0.35
H 0.927 3.240 -0.385 0.47
H 3.103 2.753 -1.443 0.32
H 3.389 3.669 0.039 0.45
H 5.683 2.738 0.232 0.42
H 7.067 0.888 1.088 0.39
H 6.039 -1.318 1.519 0.40
H 3.633 -1.655 1.074 0.47
H 1.373 -0.216 1.100 0.26
H 1.788 -0.802 -0.510 0.18
H -1.136 -0.140 -2.474 0.41
```

Values from the calculation:
Kohn-Sham gap in eV: 8.573
Energy above the lowest of the compared OMol25 structures with the same formula, charge and spin in kcal/mol: 102.9
SMILES: CS(=O)(=O)N(CC(=O)N1CCc2ccccc2C1)c1cccc([N+](=O)[O-])c1
E_tot in a.u.: -1635.893857
LUMO in eV: -0.550


C6H8Cl2 | ωB97M-V/def2-TZVPD

The geometry in XYZ format:
```
16
Properties=species:S:1:pos:R:3:mulliken_charge:R:1
C -0.574 0.195 -1.548 -0.60
C 0.636 0.789 -1.229 -0.52
C -0.631 -0.506 -0.017 0.58
C 0.589 0.437 0.221 1.08
C -0.547 -1.981 -0.029 -1.65
C 0.442 1.609 1.135 -1.47
Cl -2.153 -0.126 0.835 -0.24
Cl 1.945 -0.653 0.765 -0.24
H -1.225 0.072 -2.503 0.30
H 1.487 1.272 -1.729 0.39
H -0.181 -2.477 0.933 0.29
H 0.237 -2.110 -0.778 0.42
H -1.375 -2.414 -0.322 0.54
H 0.547 1.469 2.216 0.38
H -0.484 2.050 1.086 0.45
H 1.287 2.374 0.964 0.30
```

Values from the calculation:
Kohn-Sham gap in eV: 10.874
Energy above the lowest of the compared OMol25 structures with the same formula, charge and spin in kcal/mol: 29.9
SMILES: C[C@]1(Cl)C=C[C@]1(C)Cl
E_tot in a.u.: -1153.720471
LUMO in eV: 0.908


AgFHMgNO3S2 | ωB97M-V/def2-TZVPD

The geometry in XYZ format:
```
10
Properties=species:S:1:pos:R:3:mulliken_charge:R:1
Mg 0.261 -3.549 -0.490 0.37
N -0.663 -0.430 -0.861 -0.39
S -1.002 -1.817 -1.924 -0.22
S -0.472 -0.698 0.668 1.10
O 0.591 1.585 0.917 -0.54
O 0.052 -2.085 0.954 -0.44
F -2.033 -0.878 1.282 -0.30
Ag 0.208 1.689 -1.058 0.70
O 1.055 3.084 0.169 -0.62
H 2.003 3.099 0.341 0.35
```

Values from the calculation:
Kohn-Sham gap (spin up / spin down) in eV: 6.715 / 4.913
<S²>: 2.006
2S+1: 3
Energy above the lowest of the compared OMol25 structures with the same formula, charge and spin in kcal/mol: 83.0
E_tot in a.u.: -1524.119976
LUMO (spin up / spin down) in eV: -0.323 / -3.178


C20H42F3Ge2N5SSn | ωB97M-V/def2-TZVPD

The geometry in XYZ format:
```
74
Properties=species:S:1:pos:R:3:mulliken_charge:R:1
Sn 0.601 -0.464 0.472 0.70
N -0.037 2.083 -2.298 -0.70
C -0.428 2.959 -1.210 -0.07
C -1.911 2.740 -0.899 -1.43
N -2.172 1.500 -0.191 1.38
C -3.174 0.664 -0.824 -0.96
C -2.577 -0.171 -1.963 -1.17
N -1.609 -1.075 -1.410 0.05
C -2.420 1.697 1.220 -1.78
C -1.176 2.074 2.022 0.69
N -1.247 1.425 3.309 -0.88
H 0.974 2.084 -2.390 0.35
H -0.279 1.138 -2.002 0.10
H -0.272 4.000 -1.527 0.50
H 0.159 2.791 -0.298 -0.03
H -2.446 2.736 -1.855 0.51
H -2.282 3.596 -0.312 0.39
H -4.031 1.257 -1.207 0.35
H -3.558 -0.031 -0.074 0.57
H -2.076 0.490 -2.671 0.40
H -3.408 -0.672 -2.504 0.46
H -1.007 -1.512 -2.098 -0.01
H -2.039 -1.808 -0.859 0.07
H -2.756 0.749 1.629 0.70
H -3.222 2.439 1.392 0.20
H -1.095 3.160 2.151 0.42
H -0.297 1.746 1.444 -0.71
H -1.125 0.404 3.101 0.34
H -0.415 1.673 3.834 0.31
F 3.192 -4.551 -4.043 -0.25
C 3.802 -3.456 -3.520 0.61
F 5.133 -3.728 -3.710 -0.34
F 3.558 -2.452 -4.373 -0.23
C 3.478 -3.207 -2.090 -0.07
C 4.398 -3.569 -1.124 -0.20
C 4.073 -3.401 0.216 -1.32
C 2.867 -2.794 0.511 -0.17
N 1.999 -2.399 -0.393 -0.29
C 2.216 -2.663 -1.700 0.16
S 0.998 -2.413 -2.811 -0.62
H 5.356 -3.984 -1.410 0.42
H 4.753 -3.703 0.999 0.40
H 2.576 -2.604 1.529 0.71
C 2.592 3.325 1.749 -1.25
Ge 2.921 1.661 2.807 0.71
C 4.899 1.789 3.256 -1.45
C 2.057 2.009 4.587 -1.56
C 2.459 -0.048 1.974 -1.04
H 2.946 4.202 2.285 0.42
H 1.531 3.451 1.559 0.34
H 3.103 3.281 0.792 0.34
H 5.093 2.639 3.904 0.38
H 5.503 1.907 2.359 0.39
H 5.240 0.892 3.769 0.35
H 2.776 2.422 5.290 0.45
H 1.668 1.085 5.001 0.44
H 1.240 2.719 4.506 0.42
H 2.393 -0.749 2.809 0.18
H 3.346 -0.339 1.402 0.38
C 0.836 -3.841 3.530 -1.39
Ge -0.787 -3.017 2.693 0.32
C -2.118 -3.039 4.232 -1.49
C -1.551 -4.526 1.550 -1.47
C -0.733 -1.216 2.012 -0.08
H 0.556 -4.707 4.126 0.47
H 1.346 -3.135 4.178 0.37
H 1.543 -4.170 2.775 0.38
H -2.198 -4.018 4.701 0.42
H -3.106 -2.754 3.878 0.37
H -1.835 -2.318 4.993 0.39
H -1.645 -5.467 2.088 0.42
H -0.922 -4.691 0.679 0.41
H -2.541 -4.251 1.188 0.38
H -1.740 -1.126 1.562 -0.55
```

Values from the calculation:
Kohn-Sham gap in eV: 5.045
Net charge: -2
E_tot in a.u.: -6126.898313
LUMO in eV: 4.822